Below is a 5-piece molecular cluster, C23H17BCl16N2O2S overall, with properties calculated with wB97M-V/def2-TZVPD.

```
! RIJCOSX wB97M-V def2-TZVPD def2/J DEFGRID3
* xyz 0 1
C -4.72785 0.85355 -1.58731
C -4.23235 1.36309 -0.22971
C -2.93606 0.77435 0.27766
C -2.89171 -0.18844 1.29252
C -4.12678 -0.70806 1.93505
C -4.33845 -0.57433 3.30784
C -5.52474 -1.05409 3.85178
N -6.49534 -1.64407 3.15984
C -6.27817 -1.80234 1.85104
C -5.13002 -1.35723 1.21432
C -1.67537 -0.67791 1.74779
C -0.45289 -0.21685 1.25368
B 0.91718 -0.77334 1.78637
O 1.96662 0.05914 2.09434
O 1.06401 -2.14712 1.96069
C -0.49186 0.76193 0.26311
C -1.71090 1.22105 -0.22912
S -1.66124 2.44688 -1.51232
C -0.26052 1.87296 -2.41201
C -0.20245 1.95591 -3.79763
C 0.91305 1.46530 -4.44728
C 1.95237 0.88340 -3.73664
C 1.89412 0.82617 -2.34981
C 0.79057 1.32683 -1.68716
N 0.74992 1.28842 -0.24992
H -4.17417 1.29332 -2.41397
H -5.76178 1.18597 -1.70857
H -4.74248 -0.23051 -1.65209
H -4.13473 2.45097 -0.26266
H -5.02053 1.16825 0.49780
H -3.59479 -0.10377 3.93836
H -5.68844 -0.94159 4.91835
H -7.06034 -2.29111 1.28253
H -5.01434 -1.51463 0.14874
H -1.67450 -1.43639 2.52155
H 2.68572 -0.11595 1.47598
H 0.99780 -2.60855 1.11743
H -1.02591 2.39734 -4.34245
H 0.97525 1.50787 -5.52774
H 2.81948 0.48150 -4.24653
H 2.70075 0.37876 -1.78342
H 0.79693 2.25914 0.06277
C -2.15035 -2.20222 -3.21507
Cl -0.94270 -1.36956 -4.18761
Cl -1.72407 -3.91620 -3.08350
Cl -2.20113 -1.48230 -1.60432
Cl -3.73729 -2.05354 -3.98072
C 4.98011 2.10245 3.09938
Cl 4.01995 3.55070 3.40554
Cl 4.72293 1.57606 1.42789
Cl 6.69509 2.47490 3.32738
Cl 4.50334 0.82306 4.20564
C 6.08455 -0.14217 -6.04626
Cl 4.36610 0.20019 -5.76943
Cl 7.04725 1.20270 -5.43525
Cl 6.52316 -1.62277 -5.19369
Cl 6.37474 -0.34411 -7.77453
C 7.05036 -1.72543 6.60791
Cl 7.87945 -3.19414 6.08417
Cl 7.48918 -1.36651 8.28026
Cl 7.52150 -0.37897 5.57131
Cl 5.30281 -1.96792 6.49773
*
```

Results
E_tot = -8932.8096 Ha
Gap between HOMO and LUMO = 8.467 eV

Atomic partial charges in e from the Mulliken method, atoms 1 to 2: atom 1 (C): -0.9680, atom 2 (C): -1.6718

***

Below is a 2-piece molecular cluster, C23H17Cl2F3O2S overall at a distorted geometry, with properties calculated with wB97M-V/def2-TZVPD.

```
! RIJCOSX wB97M-V def2-TZVPD def2/J DEFGRID3
* xyz 0 1
Cl -1.54509 -6.84574 0.58397
C -1.28064 -5.17008 0.30918
C -0.73026 -4.75319 -0.91541
C -0.43578 -3.40764 -1.09980
C -0.76172 -2.43996 -0.13344
C -0.43534 -1.03278 -0.36861
C -1.18092 -0.05868 0.37859
C -1.24411 1.27850 0.03170
C -1.96656 2.28425 0.77015
C -2.09238 3.57258 0.21761
C -2.75271 4.58909 0.88315
C -3.31511 4.33192 2.14566
Cl -4.16380 5.58759 2.96994
C -3.26037 3.04675 2.70474
C -2.59543 2.02402 2.02490
C -1.34412 -2.88375 1.07763
C -1.57430 -4.23726 1.32592
H -0.59215 -5.45249 -1.72955
H 0.03165 -3.09699 -2.01175
H -0.18505 -0.76199 -1.42125
H -1.77846 -0.37759 1.24137
H -0.78865 1.58804 -0.91589
H -1.60535 3.77584 -0.73807
H -2.83830 5.58369 0.45884
H -3.73425 2.85406 3.66476
H -2.50862 1.04432 2.47529
H -1.61578 -2.16074 1.85778
H -2.04154 -4.57831 2.24974
F 3.49200 -4.10835 -1.55292
C 3.21500 -3.12465 -0.69262
F 2.23811 -3.54596 0.17501
F 4.31119 -2.82218 0.05038
S 2.66248 -1.60840 -1.65926
C 1.67356 -0.70593 -0.44480
C 1.97166 0.71557 -0.68992
C 2.29788 1.54453 0.40778
C 2.40256 2.91856 0.25339
C 2.15587 3.52598 -1.00453
C 1.84161 2.70326 -2.09958
C 1.80487 1.31093 -1.95831
O 3.87069 -0.89369 -1.95647
O 1.81243 -2.09681 -2.73064
H 1.91870 -1.09765 0.54917
H 2.56335 1.02067 1.33218
H 2.67701 3.55772 1.09075
H 2.12609 4.60985 -1.15217
H 1.63199 3.11199 -3.10045
H 1.66809 0.68110 -2.85412
*
```

Results
E_tot = -2655.2008 Ha
Gap between HOMO and LUMO = 6.907 eV

Atomic partial charges in e from the Mulliken method, atoms 1 to 2: atom 1 (Cl): -0.2140, atom 2 (C): 0.4682

***

Below is the molecule C23H17F3N4O2 at a distorted geometry, with properties calculated with wB97M-V/def2-TZVPD.

```
! RIJCOSX wB97M-V def2-TZVPD def2/J DEFGRID3
* xyz 0 1
O 0.46368 0.30255 2.47649
F 4.46739 4.80587 -2.28485
F 5.87281 3.20875 -1.64408
F 5.36359 4.91533 -0.33867
N -3.46608 -4.31699 1.32888
N -1.19896 -3.58711 1.41281
O -1.11086 -0.13564 -1.86062
C 0.07346 -0.07138 1.39019
C -2.54444 -3.40053 1.15407
C -0.40634 -2.57463 1.51416
C -0.71886 -0.62986 -3.07711
C -0.85427 -1.96858 -3.06410
C -1.37156 -2.32815 -1.76626
C -1.56854 -1.16072 -1.05668
C -6.97290 -3.30256 0.59416
C -6.64190 -2.02923 0.08852
C -5.93579 -4.16246 0.97108
C 2.49662 1.88751 0.95962
C 1.94215 1.65329 -1.33380
C -5.32513 -1.56773 0.01251
C 3.53854 2.79329 0.63057
C 2.97678 2.49935 -1.70253
C -4.60957 -3.68589 0.93324
C 1.67223 1.33807 -0.00507
C -4.33443 -2.42053 0.47109
C 3.75614 3.11240 -0.74814
N 0.62641 0.43171 0.21804
N -2.98317 -2.21605 0.62853
C 1.04406 -2.87264 1.77704
C 4.87069 4.02276 -1.23436
C -0.98297 -1.15966 1.46730
C -2.11341 -1.05004 0.37970
H -0.32469 -0.03495 -3.88955
H -0.64361 -2.62340 -3.88843
H -1.56806 -3.38436 -1.49322
H -8.03017 -3.60193 0.61362
H -7.43664 -1.34843 -0.26673
H -6.17608 -5.20427 1.28206
H 2.34285 1.75310 2.04968
H 1.37781 1.16192 -2.13496
H -5.11536 -0.59781 -0.39933
H 4.19955 3.27152 1.35285
H 3.19057 2.67600 -2.74686
H 0.18778 0.12470 -0.62755
H 1.70804 -2.42109 1.04907
H 1.25919 -3.95960 1.79981
H 1.30551 -2.49474 2.74341
H -1.47016 -1.02196 2.45363
H -2.68080 -0.11614 0.49307
*
```

Results
E_tot = -1555.7766 Ha
Gap between HOMO and LUMO = 8.479 eV

Atomic partial charges in e from the Mulliken method, atoms 1 to 2: atom 1 (O): -0.6385, atom 2 (F): -0.2631

***

Below is C23H17F3NO4PtS2 as an isolated structure at a distorted geometry, with properties calculated with wB97M-V/def2-TZVPD.

```
! RIJCOSX wB97M-V def2-TZVPD def2/J DEFGRID3
* xyz -1 1
Pt -1.57389 -1.70306 -1.56800
N 0.92987 -3.45964 -1.18244
C 1.65614 -2.39300 -0.66938
C 2.86723 -2.00345 -1.24312
C 3.57183 -0.92140 -0.74357
C 3.08816 -0.21940 0.35108
C 1.87844 -0.60077 0.91401
C 1.14108 -1.66497 0.41152
C -0.15099 -2.03195 1.04477
C -0.12783 -2.40284 2.39135
C -1.28859 -2.70416 3.08573
C -2.50466 -2.63281 2.42609
C -2.54546 -2.27281 1.08615
C -1.38236 -1.98249 0.36592
H 1.34217 -3.98725 -1.93124
H 0.40931 -4.00290 -0.51342
H 3.25375 -2.56638 -2.08567
H 4.50809 -0.63379 -1.20655
H 3.63920 0.62200 0.75254
H 1.46518 -0.04160 1.74576
H 0.83045 -2.45038 2.89744
H -1.24122 -2.98829 4.12997
H -3.42578 -2.85716 2.95151
H -3.50097 -2.22022 0.57989
C 0.52166 5.55095 3.10509
C 0.97692 6.78598 2.37793
O 1.39598 7.76948 2.93871
S 0.93740 6.80627 0.59844
C 0.46491 5.15459 0.16076
C -0.85606 4.85364 -0.15970
C -1.21899 3.56148 -0.49199
C -0.26908 2.53007 -0.51898
C 1.06127 2.85122 -0.21544
C 1.42281 4.14480 0.11381
C -0.64747 1.19813 -0.84954
C -0.97185 0.06962 -1.16031
H 0.60749 5.73906 4.17248
H 1.12920 4.69021 2.82422
H -0.50609 5.30560 2.83779
H -1.59955 5.64139 -0.13988
H -2.24662 3.32603 -0.73429
H 1.80306 2.06429 -0.25270
H 2.45527 4.37964 0.34302
F -2.44563 -6.09674 -3.50874
C -1.71685 -5.01154 -3.79175
F -1.37110 -5.06618 -5.08136
F -0.59930 -5.06833 -3.06175
S -2.69560 -3.48985 -3.44493
O -3.83225 -3.63159 -4.29765
O -1.73475 -2.38782 -3.76218
O -2.90391 -3.55162 -1.99143
*
```

Results
E_tot = -2457.7341 Ha
Gap between HOMO and LUMO = 7.651 eV

Atomic partial charges in e from the Mulliken method, atoms 1 to 2: atom 1 (Pt): 0.5698, atom 2 (N): -0.2873

***

Below is C23H17HfN2O5S6 as an isolated structure at a distorted geometry, with properties calculated with wB97M-V/def2-TZVPD.

```
! RIJCOSX wB97M-V def2-TZVPD def2/J DEFGRID3
* xyz -1 1
Hf -18.83092 -0.11696 -0.06476
O -17.43994 5.00198 4.31412
C -17.73650 4.05193 3.58517
S -18.91639 4.15160 2.21633
C -18.26315 2.79780 1.35275
C -17.37318 1.93175 2.15544
S -16.77350 0.43053 1.50195
S -16.99439 2.41070 3.70351
S -18.60578 2.44689 -0.31557
O -16.94222 -3.47921 -1.74244
C -16.97054 -2.30827 -1.44123
O -18.00017 -1.81872 -0.73917
C -15.83219 -1.31521 -1.67102
C -14.51841 -1.70673 -1.43549
C -13.46406 -0.74679 -1.43432
C -13.79278 0.57554 -1.67566
C -15.08735 0.93010 -1.97843
C -16.19129 0.02542 -2.03012
S -17.73015 0.64757 -2.45838
H -14.32613 -2.74183 -1.18502
H -12.44839 -1.04869 -1.32988
H -13.07779 1.40575 -1.73178
H -15.33223 1.93632 -2.31245
O -19.11468 -1.70371 1.63623
C -19.92851 -0.90542 2.19383
O -20.25923 0.20382 1.56179
C -20.69250 -1.31653 3.40909
C -20.39013 -2.53298 3.99170
C -20.80397 -2.73290 5.33744
C -21.62340 -1.79889 5.98099
C -21.87347 -0.56834 5.39201
C -21.45560 -0.35327 4.07819
H -19.91281 -3.31432 3.43002
H -20.43965 -3.66593 5.85458
H -21.91979 -1.95747 7.02176
H -22.45632 0.18619 5.96282
H -21.61000 0.58547 3.57455
C -22.42019 4.19693 -0.19401
C -22.78731 2.71802 -0.15575
C -23.57289 2.14667 0.79553
C -23.85021 0.71187 0.78114
N -23.18712 -0.09333 -0.06156
C -22.23974 0.40488 -0.87810
S -20.99445 -0.53805 -1.65319
N -22.16732 1.79164 -0.99182
C -24.79257 0.00378 1.69728
H -22.21373 4.55239 -1.18035
H -21.55195 4.38951 0.42649
H -23.25320 4.80769 0.14564
H -24.05731 2.73749 1.50385
H -21.39974 2.09149 -1.61451
H -25.00211 0.57056 2.63269
H -24.40183 -0.98131 1.94362
H -25.76967 -0.08865 1.22219
*
```

Results
E_tot = -3809.8261 Ha
Gap between HOMO and LUMO = 5.064 eV

Atomic partial charges in e from the Mulliken method, atoms 1 to 2: atom 1 (Hf): 0.2876, atom 2 (O): -0.6160

***

Below is C23H17IrN3O5S2 as an isolated structure at a distorted geometry, with properties calculated with wB97M-V/def2-TZVPD.

```
! RIJCOSX wB97M-V def2-TZVPD def2/J DEFGRID3
* xyz 0 2
Ir -0.00871 0.18159 -0.57289
C 1.20590 -1.14909 3.42002
C 0.80893 -1.23462 1.97673
N 0.79361 -0.14895 1.24889
N 1.38186 0.95172 1.84964
C 1.89440 1.77689 1.00446
S 1.78597 1.57456 -0.71499
S 2.78678 3.17962 1.53537
C 2.26970 3.32253 3.28483
C 1.02874 4.15666 3.42918
C -0.22879 3.55995 3.39056
C -1.37692 4.33733 3.41980
C -1.27953 5.71948 3.48800
C -0.02986 6.31993 3.54508
C 1.11717 5.54199 3.51442
C 0.53458 -2.52326 1.39435
C 0.56043 -3.69680 2.18197
C 0.36608 -4.93514 1.63306
C 0.12700 -5.05363 0.25428
C 0.12490 -3.94383 -0.54459
C 0.36467 -2.66852 0.00221
O 0.41535 -1.67865 -0.86168
H 1.10557 -0.13377 3.78569
H 2.24716 -1.45390 3.54116
H 0.58107 -1.80933 4.01371
H 3.12510 3.77111 3.78776
H 2.12895 2.31062 3.65554
H -0.30427 2.48186 3.32868
H -2.34942 3.86398 3.38137
H -2.17438 6.32744 3.49029
H 0.05242 7.39714 3.60488
H 2.09156 6.01588 3.54896
H 0.74643 -3.62788 3.24188
H 0.40935 -5.81686 2.25621
H -0.07028 -6.02511 -0.17874
H -0.04622 -4.00320 -1.61063
O -6.34625 -1.43541 -3.01531
C -5.56611 -2.20560 -2.42770
O -5.66814 -3.44187 -2.30254
C -4.33502 -1.57952 -1.78411
C -3.62625 -2.27217 -0.81045
C -2.48516 -1.71377 -0.28033
N -2.02836 -0.51731 -0.67836
C -2.73773 0.16839 -1.59172
C -3.88820 -0.31874 -2.16728
C -2.15791 1.49696 -1.94570
O -2.77099 2.36410 -2.48432
O -0.86623 1.60999 -1.57392
H -3.96976 -3.24458 -0.48705
H -1.91976 -2.22133 0.49039
H -4.42255 0.27295 -2.89729
*
```

Results
E_tot = -2327.7690 Ha
Gap between HOMO and LUMO (spin up / spin down) = 6.187 / 2.847 eV

Atomic partial charges in e from the Mulliken method, atoms 1 to 2: atom 1 (Ir): 1.1351, atom 2 (C): -1.4391

***

Below is C23H18Br2PRh as an isolated structure, with properties calculated with wB97M-V/def2-TZVPD.

```
! RIJCOSX wB97M-V def2-TZVPD def2/J DEFGRID3
* xyz 2 1
Rh -0.42627 0.08650 -0.85537
Br -1.94096 1.06346 1.13402
C -1.50336 -0.51983 2.15728
Br -0.43024 -1.68881 1.04005
H -2.41651 -1.03630 2.42702
H -0.90819 -0.22603 3.01290
C -0.38186 -4.68121 -4.80264
C 0.37716 -4.61085 -3.63977
C 0.57295 -3.39022 -3.02002
C -0.00321 -2.24018 -3.56967
C -0.75961 -2.30862 -4.74285
C -0.94298 -3.53671 -5.35543
P 0.33391 -0.69393 -2.78548
C -0.94587 0.53856 -2.96320
C -0.61843 1.85369 -2.54769
C -1.64877 2.78888 -2.31972
C -2.96012 2.41486 -2.46960
C -3.29207 1.09451 -2.84020
C -2.31490 0.16067 -3.07111
C 1.99241 -0.11758 -2.89029
C 2.88698 -0.33970 -3.91113
C 4.18407 0.18898 -3.79907
C 4.55557 0.89867 -2.68457
C 3.65942 1.12538 -1.61115
C 4.00597 1.82989 -0.43187
C 3.09220 1.98901 0.56840
C 1.77839 1.46190 0.45518
C 1.43040 0.77988 -0.67165
C 2.35600 0.59766 -1.72388
H -0.53147 -5.63719 -5.28621
H 0.81798 -5.50592 -3.22342
H 1.18057 -3.32991 -2.12373
H -1.18327 -1.41546 -5.18594
H -1.51921 -3.60050 -6.26815
H 0.41177 2.18286 -2.54377
H -1.38906 3.80530 -2.05622
H -3.75130 3.13630 -2.31403
H -4.33255 0.81812 -2.94906
H -2.57712 -0.85212 -3.34858
H 2.60623 -0.91379 -4.78553
H 4.89380 0.02475 -4.59762
H 5.56243 1.29042 -2.60819
H 5.00360 2.23767 -0.33393
H 3.35712 2.52665 1.46870
H 1.07921 1.62384 1.26608
*
```

Results
E_tot = -6486.6031 Ha
Gap between HOMO and LUMO = 6.352 eV

Atomic partial charges in e from the Mulliken method, atoms 1 to 2: atom 1 (Rh): -0.4288, atom 2 (Br): 0.0092

***

Below is C23H18BrClCoN2O7S2 as an isolated structure, with properties calculated with wB97M-V/def2-TZVPD.

```
! RIJCOSX wB97M-V def2-TZVPD def2/J DEFGRID3
* xyz -1 5
Co 0.08696 1.12298 0.53350
C 1.76239 -2.59680 -1.33366
C 0.76575 -1.52583 -0.97063
N 0.81803 -0.91179 0.21094
N 1.70173 -1.39998 1.07394
C 1.74066 -0.76149 2.23889
S 0.84971 0.58073 2.72123
S 2.88791 -1.35785 3.42656
C 3.53507 -2.88562 2.67973
C 2.71315 -4.10431 2.99377
C 2.93798 -4.81605 4.16880
C 2.17697 -5.93208 4.48066
C 1.17565 -6.35332 3.61677
C 0.94428 -5.65056 2.44316
C 1.70798 -4.53452 2.13296
C -0.24102 -1.17503 -1.90534
C -0.24677 -1.80500 -3.18276
C -1.22285 -1.58640 -4.10320
C -2.30578 -0.71054 -3.80500
C -2.36154 -0.07803 -2.61356
C -1.32596 -0.24035 -1.61800
O -1.44155 0.41959 -0.56020
H 2.45728 -2.75887 -0.51943
H 2.33278 -2.28415 -2.20955
H 1.25930 -3.53539 -1.57217
H 4.53723 -2.98463 3.09874
H 3.62315 -2.71881 1.60929
H 3.71619 -4.48679 4.84847
H 2.36478 -6.47290 5.39983
H 0.57757 -7.22270 3.85871
H 0.16193 -5.96880 1.76555
H 1.51694 -3.97504 1.22678
H 0.56127 -2.47379 -3.43832
H -1.17627 -2.07522 -5.06743
H -3.07849 -0.54578 -4.54602
H -3.15100 0.61419 -2.35386
O -2.89304 3.51167 0.35394
Cl -1.80220 3.23411 1.23202
O -1.64547 4.27063 2.20175
O -1.96290 1.94376 1.87340
O -0.55064 3.13030 0.43640
Br 4.54370 0.02534 -0.57380
C 4.47439 1.47902 -1.79735
C 5.67656 1.91444 -2.33655
C 5.67885 2.94904 -3.25788
C 4.47928 3.52608 -3.65152
C 3.28746 3.06584 -3.11862
C 3.26342 2.04724 -2.16926
C 1.91325 1.62535 -1.61854
O 1.02654 1.33733 -2.42084
O 1.83958 1.60401 -0.34908
H 6.60034 1.44111 -2.03312
H 6.61762 3.29570 -3.67131
H 4.47318 4.32983 -4.37682
H 2.33980 3.48657 -3.42902
*
```

Results
E_tot = -6736.6801 Ha
Gap between HOMO and LUMO (spin up / spin down) = 7.556 / 5.642 eV

Atomic partial charges in e from the Mulliken method, atoms 1 to 2: atom 1 (Co): 0.6771, atom 2 (C): -1.6880

***

Number 4 is which compound?
C23H17F3NO4PtS2

***

The lowest E_tot belongs to which entry?
C23H17BCl16N2O2S

***

Which of these has the highest E_tot?
C23H17F3N4O2